Record 1
{"formula": "C14H15MgN3O3S2", "method": "ωB97M-V with the def2-TZVPD basis set", "species": ["Mg", "O", "C", "O", "C", "O", "N", "C", "C", "H", "H", "H", "H", "C", "C", "H", "H", "H", "C", "C", "N", "C", "C", "S", "C", "C", "S", "C", "N", "C", "H", "H", "H", "H", "H", "H", "H", "H"], "xyz": [[0.027, -0.147, 1.147], [0.333, 1.478, -2.853], [0.024, 0.957, -3.856], [1.709, -1.380, -2.516], [1.231, -1.380, -3.622], [1.493, -2.448, -4.397], [0.438, -0.376, -4.343], [1.123, -2.211, -5.735], [0.191, -0.940, -5.691], [0.625, -3.119, -6.092], [2.066, -1.979, -6.296], [-0.826, -1.292, -5.874], [0.515, -0.301, -6.533], [-0.715, 1.759, -4.840], [-1.713, 2.569, -4.327], [-0.208, 1.616, -5.771], [-2.344, 2.826, -3.411], [-2.159, 3.182, -5.138], [2.048, 2.658, 0.971], [1.515, 2.241, 2.282], [0.697, 1.232, 2.404], [0.181, 0.896, 3.653], [0.729, 1.770, 4.556], [1.820, 2.969, 3.826], [-0.755, -0.222, 3.715], [-1.492, -0.858, 4.678], [-2.514, -2.183, 4.065], [-1.919, -1.850, 2.477], [-1.052, -0.873, 2.523], [-2.271, -2.493, 1.200], [1.835, 3.726, 0.914], [3.124, 2.545, 1.047], [1.628, 2.114, 0.119], [0.512, 1.698, 5.587], [-1.427, -0.573, 5.692], [-2.092, -3.550, 1.363], [-3.337, -2.354, 1.064], [-1.704, -2.109, 0.346]], "mulliken_charge": [1.1177, -0.4799, 0.5449, -0.5647, 0.4174, -0.3130, 0.2263, -0.4305, -0.4621, 0.3176, 0.2576, 0.2743, 0.3398, -0.2743, -0.7583, 0.4241, 0.2405, 0.2636, -0.9573, 0.7583, -0.6028, 0.1699, -0.1898, -0.0134, -0.1727, -0.1968, -0.0054, 0.8117, -0.3832, -1.0831, 0.3601, 0.3213, 0.1893, 0.4665, 0.4560, 0.3364, 0.3264, 0.2675], "e_homo_ev": -14.51, "charge": 2, "e_lumo_ha": -0.30096, "e_above_lowest_kj_mol": 511.1}


Record 2
{"formula": "C5H9N3O2", "method": "ωB97M-V with the def2-TZVPD basis set", "species": ["C", "C", "C", "C", "C", "N", "N", "N", "O", "O", "H", "H", "H", "H", "H", "H", "H", "H", "H"], "xyz": [[1.965, -1.508, -0.037], [1.158, 0.065, 1.225], [0.490, 0.057, 0.042], [-1.781, 1.155, 0.272], [-0.475, 0.992, -0.554], [2.091, -0.952, 1.149], [0.977, -0.954, -0.730], [-0.904, -2.869, 0.699], [-0.242, -3.726, 1.569], [-0.391, -2.938, -0.380], [2.578, -2.228, -0.499], [0.941, 0.781, 2.002], [-0.665, -3.666, 2.396], [-1.699, 1.033, 1.424], [-2.407, 0.285, 0.065], [-2.293, 1.986, -0.039], [0.071, 1.983, -0.494], [-0.716, 0.652, -1.562], [0.862, -1.331, -1.617]], "lowdin_spin": [0.0045, 0.0085, 0.0017, 0.0002, 0.0000, 0.0068, -0.0012, 0.8642, 0.2710, 0.8389, 0.0003, 0.0002, 0.0054, 0.0001, 0.0000, 0.0000, 0.0000, 0.0000, -0.0005], "e_homo_ev": [-7.90, -8.28], "s_squared": 2.01, "spin_multiplicity": 3, "e_lumo_ha": [0.03307, -0.08998], "e_above_lowest_kj_mol": 74.3}


Record 3
{"formula": "C3HO2S3", "method": "ωB97M-V with the def2-TZVPD basis set", "species": ["C", "C", "C", "O", "O", "S", "S", "S", "H"], "xyz": [[0.602, -1.668, -0.342], [0.983, 2.145, 0.723], [-0.493, -0.710, -0.257], [1.986, 1.945, 0.168], [-0.011, 2.246, 1.267], [2.126, -1.940, -0.025], [-0.450, 0.516, -1.445], [-2.022, -1.362, 0.455], [-2.723, -1.173, -0.545]], "mulliken_charge": [-0.1036, 0.7092, 0.1675, -0.3808, -0.3535, -0.3525, -0.5231, -0.2429, 0.0796], "e_homo_ev": [-2.69, -2.69], "charge": -1, "e_lumo_ha": [0.11889, 0.11889], "e_above_lowest_kj_mol": 95.3}


Record 4
{"formula": "C4H10FPS", "method": "ωB97M-V with the def2-TZVPD basis set", "species": ["C", "C", "C", "C", "F", "P", "S", "H", "H", "H", "H", "H", "H", "H", "H", "H", "H"], "xyz": [[-0.459, 2.330, 0.573], [-1.558, -1.517, -0.400], [-0.602, 0.933, 0.028], [2.010, 0.196, -0.471], [3.018, 1.025, 0.122], [2.143, -1.443, 0.287], [-0.989, -0.411, 0.960], [0.384, 2.858, -0.010], [-1.274, 2.961, 0.324], [-0.627, 2.292, 1.660], [-0.595, -1.558, -0.920], [-2.322, -1.238, -1.087], [-1.786, -2.416, -0.010], [-0.809, 0.755, -0.937], [2.139, 0.329, -1.561], [0.855, -1.800, 0.642], [2.565, -1.118, 1.576]], "mulliken_charge": [-1.0238, -0.9505, -0.2569, -0.1060, -0.2833, -0.0319, -0.0879, 0.2300, 0.3736, 0.3211, 0.2878, 0.3360, 0.3805, 0.5411, 0.2983, -0.0622, 0.0341], "e_homo_ev": [-6.93, -7.62], "e_lumo_ha": [0.00743, 0.01839], "e_above_lowest_kj_mol": 608.7}